(1)
Molecular formula: CH8N5
Method: DFT, ωB97M-V/def2-TZVPD

Cartesian coordinates (Å):
H (0.867, -2.492, -0.338)
N (0.458, 0.925, 1.623)
H (-1.305, 1.479, 2.365)
N (0.694, -1.584, -0.170)
H (1.437, 1.184, 1.343)
H (1.036, -1.200, 0.615)
H (-0.348, -2.008, -2.590)
C (0.044, -0.733, -0.974)
N (-0.381, 1.806, 2.030)
N (-0.333, -1.078, -2.206)
H (0.031, 2.728, 2.033)
H (-1.043, 0.912, -0.668)
N (-0.243, 0.457, -0.440)
H (-0.916, -0.397, -2.623)

LUMO level (alpha / beta) (eV): -4.929 / -4.928
Frontier orbital gap (alpha / beta) (eV): 8.2 / 8.2
Total charge: +1

---

(2)
Molecular formula: CH8N5
Method: DFT, ωB97M-V/def2-TZVPD

Cartesian coordinates (Å):
N (-0.252, 0.507, 1.347)
N (-1.042, -0.042, 0.482)
H (2.351, -1.494, -0.892)
H (1.529, 0.157, 0.449)
C (-2.162, -0.448, 0.532)
H (-1.651, 1.079, -1.331)
H (-3.968, -1.416, 0.010)
H (3.534, -0.343, -0.807)
N (-3.269, -0.837, 0.366)
H (1.462, 0.976, 2.075)
H (-1.984, 1.804, -1.269)
N (2.509, -0.495, -0.699)
H (1.937, -0.009, -1.488)
N (1.006, 0.561, 1.226)

LUMO level (eV): -5.283
Frontier orbital gap (eV): 9.2
Total charge: +1

---

(3)
Molecular formula: CH8N5
Method: DFT, ωB97M-V/def2-TZVPD

Cartesian coordinates (Å):
H (-1.495, -2.229, -2.719)
N (-1.455, -1.528, -1.992)
C (0.851, 0.614, -0.111)
H (0.837, 2.013, 2.131)
H (0.999, -0.715, 1.451)
N (-0.328, -0.084, -0.801)
H (1.711, 0.297, -0.712)
N (0.396, 1.093, 2.184)
N (1.068, 0.271, 1.225)
N (-0.333, -0.974, -1.735)
H (-1.212, 0.100, -0.305)
H (0.686, 1.686, -0.215)
H (-2.320, -1.266, -1.507)
H (0.595, 0.722, 3.107)

LUMO level (eV): -4.828
Frontier orbital gap (eV): 7.5
Total charge: +1
SMILES string: NNCNN=[NH2+]

---

Quick ranking, most stable first: (1), (3), (2).

---

(1)
Molecular formula: C4H14NO
Method: DFT, ωB97M-V/def2-TZVPD

Cartesian coordinates (Å):
H (0.265, -3.025, 0.528)
C (0.644, -0.968, 0.603)
H (-1.000, 3.622, 0.218)
H (1.338, -0.250, 1.084)
H (-0.657, -1.112, 2.440)
C (-0.577, -0.648, 1.464)
H (-1.488, -0.971, 0.925)
N (-0.555, 0.555, -1.040)
H (-0.489, 1.082, -1.907)
H (-1.136, 3.744, -1.208)
H (-1.507, 0.383, -0.722)
H (-0.547, 0.417, 1.721)
C (0.556, -0.447, -0.865)
O (-0.810, 3.105, -0.557)
C (1.168, -2.394, 0.591)
H (1.787, -2.474, -0.292)
H (-0.337, 1.395, -0.463)
H (1.465, -0.073, -1.342)
H (0.296, -1.275, -1.521)
H (1.572, -2.640, 1.568)

LUMO level (eV): -3.300
Frontier orbital gap (eV): 11.6
Total charge: +1

---

(2)
Molecular formula: C4H14NO
Method: DFT, ωB97M-V/def2-TZVPD

Cartesian coordinates (Å):
C (0.714, -0.519, 0.287)
H (-0.030, 1.356, 1.087)
N (-1.536, 0.374, -0.218)
H (0.577, -1.442, 0.863)
C (2.101, 0.105, 0.272)
H (-3.773, -2.547, -0.749)
H (1.652, 2.233, 0.339)
H (-1.195, 0.823, -1.074)
C (-0.461, 0.387, 0.854)
C (2.060, 1.500, -0.357)
H (-2.499, -2.847, -0.200)
O (-2.886, -2.143, -0.745)
H (-2.237, 1.073, 0.044)
H (-1.890, -0.558, -0.468)
H (2.565, 0.250, 1.241)
H (3.042, 1.851, -0.674)
H (0.392, -0.877, -0.694)
H (1.471, 1.555, -1.285)
H (2.791, -0.526, -0.293)
H (-0.858, -0.048, 1.769)

LUMO level (eV): -3.259
Frontier orbital gap (eV): 12.1
Total charge: +1

---

Quick ranking, most stable first: (2), (1).

---

(1)
Molecular formula: C4H9O3
Method: DFT, ωB97M-V/def2-TZVPD

Cartesian coordinates (Å):
O (-0.519, -1.992, -0.865)
H (0.839, -0.291, 2.770)
C (0.583, 1.570, 1.806)
H (0.185, 0.569, -0.181)
H (1.409, 1.005, 3.788)
H (1.625, 1.455, 1.418)
H (1.615, -0.348, -0.885)
H (0.770, 0.824, -2.024)
H (-1.565, -1.529, -2.766)
O (-0.379, 1.159, 0.933)
H (0.479, 2.650, 2.040)
C (0.604, 0.727, 3.099)
O (-0.908, -0.832, -2.732)
H (-0.352, 0.710, 3.624)
C (-0.241, -1.024, -1.532)
C (0.679, 0.081, -1.246)

LUMO level (eV): 3.799
Frontier orbital gap (eV): 7.0
Total charge: -1

---

(2)
Molecular formula: C4H9O3
Method: DFT, ωB97M-V/def2-TZVPD

Cartesian coordinates (Å):
H (-2.092, 2.091, -1.762)
H (-2.667, 1.301, -0.106)
H (-1.835, -0.055, -2.558)
H (3.286, -0.850, 1.787)
O (1.389, -1.564, -0.205)
C (1.640, -0.655, 0.597)
H (0.000, 1.637, -0.039)
H (2.048, -0.780, 2.906)
H (-0.749, -0.559, -1.298)
C (2.263, -1.161, 1.944)
H (2.173, -2.248, 1.935)
H (-2.420, -0.827, -0.951)
O (1.416, 0.591, 0.566)
O (-0.797, 1.927, -0.403)
C (-1.732, -0.146, -1.472)
C (-1.927, 1.297, -0.943)

LUMO level (eV): 4.073
Frontier orbital gap (eV): 8.4
Total charge: -1

---

(3)
Molecular formula: C4H9O3
Method: DFT, ωB97M-V/def2-TZVPD

Cartesian coordinates (Å):
H (-2.426, -0.178, -0.852)
O (0.033, -1.864, 2.115)
H (-0.357, -0.188, -1.679)
C (-1.835, 0.612, -0.171)
H (-2.111, 0.243, 0.878)
H (2.306, 0.327, -1.918)
H (0.605, -1.096, 1.892)
H (0.655, 1.833, -0.593)
C (0.878, 0.835, -0.305)
O (2.710, -0.743, -0.351)
H (-0.765, -1.586, 2.452)
H (1.079, 0.925, 0.750)
H (-0.334, -0.942, -0.125)
C (2.034, 0.072, -0.926)
C (-0.384, -0.043, -0.637)
O (-2.089, 1.795, -0.530)

LUMO level (eV): 3.832
Frontier orbital gap (eV): 6.4
Total charge: -1

---

(4)
Molecular formula: C4H9O3
Method: DFT, ωB97M-V/def2-TZVPD

Cartesian coordinates (Å):
H (-1.386, 0.355, -0.587)
O (2.779, -2.149, 0.415)
C (0.686, -2.209, -0.740)
O (1.538, -0.279, 0.303)
O (-0.357, 0.782, 1.695)
C (1.769, -1.515, 0.093)
H (-2.114, 1.916, -0.872)
H (0.829, -1.896, -1.775)
C (-1.214, 1.414, -0.493)
H (0.688, -3.300, -0.700)
H (0.317, 0.322, 1.110)
C (-0.884, 1.833, 0.923)
H (-0.299, -1.802, -0.511)
H (-1.767, 2.244, 1.431)
H (-0.157, 2.661, 0.922)
H (-0.428, 1.623, -1.215)

LUMO level (eV): 3.967
Frontier orbital gap (eV): 8.5
Total charge: -1

---

Quick ranking, most stable first: (4), (2), (1), (3).

---

(1)
Molecular formula: C14H18N2O3
Method: DFT, ωB97M-V/def2-TZVPD

Cartesian coordinates (Å):
O (-5.439, -2.277, -0.226)
C (-4.589, 2.292, 0.101)
H (-3.286, -1.330, -0.077)
N (1.535, -0.035, -0.417)
H (3.169, -0.493, 1.668)
C (2.279, -2.399, 1.205)
H (3.465, 1.098, -1.656)
H (1.257, -2.041, 1.309)
C (-3.227, 2.050, 0.127)
H (2.890, -1.341, -1.244)
H (2.306, -3.151, 0.418)
C (-5.487, 1.242, 0.014)
H (2.568, -2.871, 2.140)
C (-1.296, 0.445, 0.092)
C (-4.990, -0.054, -0.050)
H (4.247, -1.622, 0.839)
C (5.247, -0.022, -1.247)
C (3.225, -1.247, 0.883)
N (-5.909, -1.162, -0.147)
C (1.134, 0.949, 0.418)
H (-4.955, 3.306, 0.148)
H (5.888, 0.793, -1.573)
H (5.143, -0.726, -2.070)
C (-2.721, 0.748, 0.068)
H (0.863, -0.411, -1.063)
H (5.741, -0.528, -0.422)
H (-6.553, 1.404, -0.007)
H (-2.547, 2.885, 0.190)
O (-7.094, -0.911, -0.145)
C (3.889, 0.524, -0.828)
C (-3.627, -0.307, -0.026)
H (-1.065, -0.603, -0.065)
C (-0.307, 1.311, 0.316)
H (3.999, 1.197, 0.022)
O (1.863, 1.520, 1.207)
C (2.888, -0.580, -0.455)
H (-0.502, 2.346, 0.555)

LUMO level (eV): -0.774
Frontier orbital gap (eV): 8.6
SMILES string: CCC(CC)NC(=O)/C=C/c1cccc([N+](=O)[O-])c1

---

(2)
Molecular formula: C14H18N2O3
Method: DFT, ωB97M-V/def2-TZVPD

Cartesian coordinates (Å):
H (3.401, 0.582, 1.807)
H (-3.772, 1.408, 0.639)
C (3.249, 1.458, 1.185)
H (1.105, -3.101, 0.785)
C (-1.051, 1.755, 0.566)
C (2.009, -0.148, -0.449)
H (0.990, -0.629, -2.399)
C (-1.836, 0.647, 1.270)
H (-2.535, 1.959, 2.841)
H (-1.590, 2.697, 0.632)
H (-0.076, 1.885, 1.031)
C (2.049, -1.368, 0.364)
C (-2.023, -0.887, -1.130)
H (2.666, 2.203, 1.727)
H (-3.784, -0.277, 1.160)
H (-0.088, -2.455, -1.516)
O (2.361, 1.976, -1.021)
C (-3.207, 0.475, 0.613)
H (-0.058, -0.555, 1.533)
C (1.715, 1.378, -2.039)
H (-1.565, -1.426, 1.811)
H (-2.579, 0.251, 3.271)
O (-3.944, 0.339, -1.659)
C (1.466, 0.077, -1.751)
C (2.554, 1.058, -0.063)
H (-1.988, -1.279, -2.136)
C (-2.008, 1.013, 2.746)
C (-3.122, 0.002, -0.828)
H (4.214, 1.901, 0.946)
H (-1.039, 1.111, 3.230)
H (-0.905, 1.520, -0.486)
C (-1.073, -1.220, -0.230)
C (-1.079, -0.685, 1.167)
N (-0.104, -2.134, -0.555)
O (2.897, -1.591, 1.207)
N (1.064, -2.302, 0.158)
H (1.491, 1.976, -2.899)

LUMO level (eV): 0.633
Frontier orbital gap (eV): 9.4
SMILES string: Cc1occc1C(=O)NNC1=CC(=O)CC(C)(C)C1

---

Quick ranking, most stable first: (2), (1).